# C24H41F3N7O

A 6-piece molecular cluster, C24H41F3N7O overall in a non-equilibrium geometry (ωB97M-V/def2-TZVPD, the OMol25 dataset).

Computed properties:
spin multiplicity = 2
electronic energy = -46176.7793 eV
HOMO energy (spin up / spin down) = -7.57 / -7.59 eV
orbital gap (spin up / spin down) = 7.8 / 7.7 eV
expectation value of S² = 0.754
maximum force = 0.1113 hartree/bohr

```
76
Properties=species:S:1:pos:R:3:lowdin_charge:R:1
C -2.810 0.710 -1.486 -0.049
C -2.203 -0.776 -1.635 -0.430
C -2.651 -1.244 -3.095 -0.047
C -0.627 -0.607 -1.638 -0.067
C 0.230 -1.697 -0.851 -0.344
C 1.240 -2.345 -1.938 -0.152
C 2.520 -1.467 -2.271 -0.257
N 2.271 -0.151 -2.920 -0.105
C 1.107 -0.894 0.223 -0.125
C 0.336 -0.595 1.574 -0.044
C 0.402 0.895 2.067 -0.469
F 0.524 1.839 1.076 0.107
F -0.817 1.165 2.713 0.060
F 1.377 0.995 3.059 0.056
C -0.568 -2.916 -0.221 -0.066
C -2.150 -2.875 -0.293 -0.422
C -2.682 -3.379 1.144 -0.075
C -2.627 -4.030 -1.312 -0.036
N -2.780 -1.566 -0.531 -0.127
O -3.030 -0.882 0.541 -0.030
H -2.323 1.267 -0.643 0.078
H -2.667 1.234 -2.479 0.088
H -3.927 0.642 -1.331 0.092
H -2.324 -0.474 -3.857 0.087
H -2.087 -2.188 -3.374 0.073
H -3.764 -1.395 -3.172 0.092
H -0.402 0.414 -1.203 0.111
H -0.309 -0.553 -2.723 0.104
H 1.631 -3.350 -1.569 0.113
H 0.655 -2.594 -2.881 0.119
H 3.235 -1.353 -1.398 0.111
H 3.113 -2.066 -3.039 0.115
H 1.837 0.523 -2.285 0.062
H 1.628 -0.289 -3.707 0.066
H 1.575 0.032 -0.201 0.106
H 1.972 -1.593 0.461 0.125
H -0.744 -0.906 1.594 0.111
H 0.846 -1.210 2.379 0.138
H -0.277 -3.102 0.862 0.123
H -0.249 -3.865 -0.756 0.113
H -2.537 -4.492 1.222 0.067
H -3.798 -3.213 1.217 0.064
H -2.162 -2.823 1.969 0.078
H -2.519 -5.045 -0.836 0.088
H -1.873 -4.006 -2.161 0.069
H -3.667 -3.818 -1.686 0.090
C 2.846 3.887 3.578 -0.066
C 4.123 4.637 3.452 -0.257
N 5.112 5.217 3.355 0.126
H 3.040 2.816 3.538 0.064
H 2.368 4.127 4.528 0.079
H 2.175 4.158 2.763 0.080
C 3.735 2.524 -6.474 -0.067
C 3.401 1.736 -5.258 -0.189
N 3.140 1.121 -4.309 0.115
H 3.303 2.049 -7.355 0.076
H 3.335 3.534 -6.382 0.077
H 4.817 2.579 -6.594 0.077
C 0.372 1.461 5.761 -0.073
C 0.037 0.685 6.983 -0.264
N -0.222 0.083 7.929 0.117
H -0.036 0.965 4.885 0.047
H -0.052 2.463 5.831 0.085
H 1.454 1.539 5.656 0.071
C -7.297 -4.686 1.975 -0.061
C -5.850 -4.939 2.194 -0.243
N -4.729 -5.135 2.364 0.142
H -7.444 -3.670 1.607 0.079
H -7.690 -5.391 1.243 0.078
H -7.840 -4.807 2.912 0.079
C 5.076 7.416 0.456 -0.080
C 4.858 8.773 -0.108 -0.277
N 4.689 9.825 -0.544 0.112
H 5.846 6.897 -0.115 0.078
H 5.394 7.491 1.495 0.063
H 4.150 6.842 0.408 0.072
```